Entry 1:
{
  "formula": "C44H56IN8OPRh",
  "method": "the ωB97M-V functional and the def2-TZVPD basis",
  "e_lumo_ha": -0.341,
  "total_charge": 3,
  "e_homo_ev": -15.88,
  "relative_energy_ev": 0.768,
  "symbols": ["Rh", "I", "C", "C", "C", "C", "C", "C", "C", "C", "C", "P", "C", "C", "C", "C", "C", "C", "C", "C", "C", "C", "C", "C", "C", "H", "H", "H", "H", "H", "H", "H", "H", "H", "H", "H", "H", "H", "H", "H", "H", "C", "C", "N", "C", "C", "C", "O", "C", "C", "C", "C", "N", "C", "H", "H", "H", "H", "H", "H", "H", "H", "H", "H", "H", "H", "H", "H", "C", "C", "N", "C", "C", "C", "C", "N", "H", "H", "H", "H", "H", "H", "H", "H", "H", "H", "H", "H", "H", "H", "C", "N", "C", "N", "C", "N", "C", "N", "C", "C", "H", "H", "H", "H", "H", "H", "H", "H", "H", "H", "H", "H"],
  "positions_angstrom": [[-0.1841, 0.8711, 0.0954], [-0.1689, 0.8908, 2.7098], [1.6433, 0.3067, 3.5949], [1.5925, 0.5028, 4.9486], [2.6837, 0.1502, 5.7567], [3.7939, -0.3685, 5.1645], [3.8664, -0.5510, 3.7626], [5.0801, -1.0319, 3.2218], [5.2392, -1.1763, 1.8771], [4.1609, -0.8749, 1.0385], [2.9299, -0.4420, 1.5072], [1.8865, -0.1018, 0.0514], [2.1230, -1.4983, -1.0463], [2.2884, -2.7836, -0.5233], [2.3883, -3.8718, -1.3732], [2.3420, -3.6889, -2.7468], [2.1874, -2.4130, -3.2749], [2.0578, -1.3201, -2.4327], [2.5333, 1.4657, -0.5504], [3.3718, 1.6445, -1.6507], [3.7935, 2.9224, -1.9807], [3.3517, 4.0264, -1.2526], [2.5056, 3.8575, -0.1690], [2.1102, 2.5751, 0.1994], [2.7603, -0.2311, 2.9110], [0.7148, 0.9333, 5.4148], [2.6321, 0.3038, 6.8251], [4.6570, -0.6392, 5.7586], [5.8887, -1.2645, 3.9028], [6.1719, -1.5201, 1.4532], [4.3186, -0.9998, -0.0256], [2.3510, -2.9428, 0.5466], [2.4914, -4.8656, -0.9609], [2.4273, -4.5413, -3.4069], [2.1820, -2.2698, -4.3478], [1.9567, -0.3306, -2.8559], [3.7228, 0.7943, -2.2206], [4.4800, 3.0636, -2.8054], [3.6945, 5.0176, -1.5179], [2.1941, 4.7121, 0.4172], [1.5603, 2.4383, 1.1290], [1.4930, -5.1539, 3.8165], [0.1143, -5.6352, 3.3943], [-0.6733, -4.5385, 2.8133], [-1.6087, -3.8275, 3.6876], [-2.9556, -4.5232, 3.7967], [-0.5785, -4.3348, 1.4961], [0.1063, -4.9845, 0.7220], [-1.3084, -3.1507, 0.8918], [-2.5015, -3.2872, 0.1985], [-3.0230, -2.1788, -0.4515], [-2.3238, -0.9905, -0.4280], [-1.1442, -0.8692, 0.2067], [-0.6642, -1.9294, 0.8762], [2.0528, -5.9671, 4.2765], [1.4225, -4.3425, 4.5434], [2.0570, -4.8049, 2.9481], [-0.4447, -6.0257, 4.2442], [0.1910, -6.4276, 2.6527], [-1.7283, -2.8014, 3.3335], [-1.1348, -3.7595, 4.6679], [-3.4609, -4.5595, 2.8299], [-3.6021, -3.9989, 4.4996], [-2.8370, -5.5473, 4.1499], [-3.0103, -4.2423, 0.1657], [-3.9657, -2.2252, -0.9788], [-2.6875, -0.1115, -0.9335], [0.2537, -1.8041, 1.4340], [-1.3845, 2.7200, -5.7910], [-0.1790, 1.8803, -5.4020], [-0.4047, 1.0165, -4.2202], [-1.0387, -0.2878, -4.4677], [-2.5443, -0.3029, -4.2330], [-0.1664, 1.4456, -2.9832], [0.4157, 2.8117, -2.7965], [-0.4144, 0.7018, -1.9223], [-1.1396, 3.3148, -6.6702], [-1.6827, 3.4063, -4.9971], [-2.2418, 2.0997, -6.0459], [0.6901, 2.5067, -5.2157], [0.0958, 1.2165, -6.2200], [-0.5413, -1.0481, -3.8589], [-0.8217, -0.5507, -5.5008], [-2.8005, -0.0410, -3.2044], [-2.9356, -1.2992, -4.4370], [-3.0564, 0.3971, -4.8891], [1.3972, 2.8719, -3.2641], [0.5361, 3.0328, -1.7394], [-0.2134, 3.5731, -3.2564], [-0.7363, -0.2287, -2.1580], [-1.3880, 3.6827, 0.6927], [-1.9514, 2.3571, 0.2234], [-2.6345, 2.6446, -1.0956], [-3.6410, 3.6642, -0.9912], [-3.0180, 4.9039, -0.5182], [-2.3968, 4.6997, 0.7922], [-3.4278, 4.2687, 1.7414], [-4.0578, 3.0241, 1.2885], [-3.0586, 1.9979, 1.1896], [-4.6620, 3.2473, -0.0269], [-0.6187, 3.9920, -0.0201], [-0.9285, 3.5304, 1.6715], [-3.0898, 1.7229, -1.4599], [-1.8757, 2.9678, -1.8038], [-3.7751, 5.6823, -0.4409], [-2.2595, 5.2278, -1.2336], [-4.1852, 5.0456, 1.8277], [-2.9777, 4.1135, 2.7236], [-3.5151, 1.0653, 0.8532], [-2.6286, 1.8504, 2.1817], [-5.4243, 4.0203, 0.0514], [-5.1369, 2.3265, -0.3713]],
  "mulliken_charge": [-0.5216, 0.5175, 0.5430, -0.6056, -1.1156, -0.9726, 0.6603, -0.8416, -1.4368, -0.1625, 1.6729, 2.8728, 0.9444, -0.4933, -0.8532, -0.9788, -0.8991, -0.8422, 1.1147, -0.8304, -0.8734, -0.7774, -0.8684, -0.5575, -0.4380, 0.4820, 0.4597, 0.4698, 0.4887, 0.4994, 0.5741, 0.5552, 0.5149, 0.4547, 0.5605, -0.0966, 0.5302, 0.5379, 0.4752, 0.5689, 0.1537, -0.9908, -0.7903, 0.3856, -0.4059, -1.1431, -0.1953, -0.6453, -0.1359, -0.1594, -2.0857, -0.3289, 1.1425, -0.4588, 0.4311, 0.2934, 0.1758, 0.4209, 0.4547, 0.0258, 0.5073, 0.2438, 0.4147, 0.3533, 0.7570, 0.6054, 0.2702, 0.6671, -1.0402, -0.6343, 0.4795, -0.7365, -0.7005, 0.1596, -1.8398, 1.6304, 0.4281, 0.2334, 0.2963, 0.3192, 0.5050, 0.1614, 0.5197, 0.0094, 0.4516, 0.2504, 0.6693, -0.6366, 0.6728, -0.3206, -0.9744, 2.3254, -0.8998, 0.2321, -0.7144, 0.1636, -0.8435, 0.0873, -1.1346, -0.6489, 0.0116, 0.3653, -0.1924, 0.2187, 0.3492, 0.3511, 0.3545, 0.3480, 0.1560, 0.5810, 0.3760, 0.3156]
}

***

Entry 2:
{
  "formula": "C5H9N",
  "method": "the ωB97M-V functional and the def2-TZVPD basis",
  "smiles": "C=C/C=C(/C)N",
  "e_lumo_ha": 0.018,
  "total_charge": 0,
  "e_homo_ev": -6.88,
  "relative_energy_ev": 3.495,
  "symbols": ["C", "C", "N", "C", "C", "C", "H", "H", "H", "H", "H", "H", "H", "H", "H"],
  "positions_angstrom": [[-1.8964, -0.8221, 0.2480], [-0.7541, 0.1225, -0.0286], [-1.1990, 1.4159, -0.3075], [0.4173, -0.3923, -0.6420], [1.5284, 0.1553, -0.0207], [2.8140, -0.1656, 0.1583], [-1.9174, 1.7678, 0.3100], [-0.4590, 2.0942, -0.4205], [0.4548, -1.3023, -1.2298], [0.8742, 0.9178, 0.6873], [-1.5428, -1.8289, 0.4637], [-2.5087, -0.4716, 1.0817], [-2.5380, -0.8995, -0.6356], [3.1635, -1.1652, -0.0616], [3.5631, 0.5742, 0.3973]],
  "nbo_charge": [-0.6728, 0.2739, -0.7705, -0.3402, -0.1694, -0.5235, 0.3707, 0.3893, 0.2038, 0.1631, 0.2296, 0.2195, 0.2314, 0.1921, 0.2030]
}

***

Entry 3:
{
  "formula": "C32H61NO27",
  "method": "the ωB97M-V functional and the def2-TZVPD basis",
  "smiles": "C[C@H]1COC(=O)O1.COC(=O)OC.COC(=O)OC.COC(=O)OC.COC(=O)OC.COC(=O)OC.COC(=O)OC.COC(=O)OC.COC(=O)OC.CCCC#N",
  "e_lumo_ha": 0.019,
  "total_charge": 0,
  "e_homo_ev": -10.03,
  "relative_energy_ev": 0.000,
  "symbols": ["C", "C", "C", "O", "C", "O", "O", "H", "H", "H", "H", "H", "H", "C", "O", "C", "O", "O", "C", "H", "H", "H", "H", "H", "H", "C", "O", "C", "O", "O", "C", "H", "H", "H", "H", "H", "H", "C", "O", "C", "O", "O", "C", "H", "H", "H", "H", "H", "H", "C", "O", "C", "O", "O", "C", "H", "H", "H", "H", "H", "H", "C", "O", "C", "O", "O", "C", "H", "H", "H", "H", "H", "H", "C", "O", "C", "O", "O", "C", "H", "H", "H", "H", "H", "H", "C", "O", "C", "O", "O", "C", "H", "H", "H", "H", "H", "H", "C", "O", "C", "O", "O", "C", "H", "H", "H", "H", "H", "H", "C", "C", "C", "C", "N", "H", "H", "H", "H", "H", "H", "H"],
  "positions_angstrom": [[2.9303, -2.3932, 2.7057], [3.0397, -1.4355, 3.9274], [1.6180, -0.9007, 4.2020], [1.4630, -1.0948, 5.5830], [2.3986, -1.9196, 6.0122], [2.4101, -2.4469, 7.1214], [3.3139, -2.0997, 5.1388], [2.2318, -3.1735, 2.8989], [3.8752, -2.8796, 2.5255], [2.6886, -1.8445, 1.8234], [3.7821, -0.7136, 3.6264], [0.8364, -1.3801, 3.5714], [1.6608, 0.1616, 3.9553], [3.4419, 1.0604, 6.7055], [3.9006, 1.2470, 5.3647], [3.2515, 2.1261, 4.5802], [2.3193, 3.0829, 5.0426], [3.4223, 1.9535, 3.3344], [3.0257, 2.9621, 2.4201], [3.8267, 1.8513, 7.3591], [3.8952, 0.1418, 7.1344], [2.3323, 1.0706, 6.7369], [1.9469, 3.1494, 2.4553], [3.2184, 2.6143, 1.3941], [3.4952, 3.9388, 2.5513], [-0.3716, -1.5596, 1.0039], [-0.1432, -0.1975, 1.3482], [-0.2690, 0.7616, 0.4596], [-0.8285, 0.5100, -0.8103], [0.1613, 1.9225, 0.7898], [-0.0396, 2.9788, -0.1416], [-1.4285, -1.7648, 0.8265], [0.0063, -2.3143, 1.7922], [0.1508, -1.9237, 0.0897], [-1.0965, 2.9437, -0.3960], [0.6511, 2.9054, -1.0025], [0.1566, 3.8718, 0.3793], [1.3853, -4.3303, -4.9111], [0.1724, -3.6766, -4.8579], [-0.0791, -2.7622, -3.9529], [0.7951, -2.3515, -2.9122], [-1.2385, -2.2717, -4.1228], [-1.7615, -1.3556, -3.2316], [2.2688, -3.7269, -4.5825], [1.5619, -4.7501, -5.8675], [1.3747, -5.1836, -4.2510], [-1.6610, -0.3604, -3.5622], [-1.3764, -1.3553, -2.1600], [-2.7876, -1.6130, -3.0986], [-1.5698, -4.7909, -2.2218], [-2.0974, -5.4333, -1.1513], [-1.4378, -5.4276, -0.0216], [-0.0923, -5.0506, 0.1520], [-2.1436, -5.7480, 1.0922], [-1.4396, -5.7585, 2.3394], [-1.2871, -3.7939, -1.8232], [-2.2909, -4.8373, -3.0438], [-0.6371, -5.2343, -2.4665], [-2.1194, -5.7572, 3.1744], [-0.7586, -4.8760, 2.3804], [-0.8447, -6.5769, 2.4021], [0.6486, 1.3893, -3.4688], [0.6437, 1.0732, -4.8751], [0.9343, 2.0046, -5.8090], [1.1989, 3.3541, -5.3615], [0.9704, 1.6400, -7.0084], [1.2692, 2.6387, -8.0146], [1.7032, 1.6886, -3.2309], [0.3313, 0.5026, -2.9633], [-0.0752, 2.2100, -3.2472], [2.3069, 2.9346, -7.9937], [0.8078, 3.6386, -7.7860], [0.8777, 2.3391, -9.0046], [-0.4939, 1.8500, 4.0593], [-1.8674, 1.7929, 3.5687], [-2.2501, 2.8606, 2.7898], [-1.4833, 4.0228, 2.7395], [-3.3419, 2.6425, 1.9737], [-3.8259, 3.7700, 1.2911], [-0.2929, 1.1407, 4.8586], [-0.3388, 2.8381, 4.5280], [0.2938, 1.8311, 3.2522], [-4.0528, 4.5864, 1.9591], [-4.7961, 3.5278, 0.7696], [-3.1156, 4.1605, 0.6004], [4.6267, 2.8276, -3.2082], [4.6564, 1.4495, -2.7213], [3.8175, 1.0297, -1.8058], [3.1903, 1.8969, -0.9176], [3.5295, -0.2792, -1.9199], [2.7131, -0.8558, -0.9481], [5.1059, 2.8057, -4.1734], [5.1767, 3.4715, -2.5102], [3.5804, 3.1118, -3.3613], [1.7397, -0.5162, -1.1554], [2.8498, -0.4792, 0.1289], [2.7674, -1.9292, -1.0812], [-2.1513, 3.8518, -4.7403], [-2.3961, 2.5056, -4.2392], [-2.7891, 2.3220, -2.9761], [-2.8480, 3.3539, -1.9951], [-3.2538, 1.1241, -2.7241], [-3.7292, 0.7806, -1.4681], [-1.8328, 4.4723, -3.9023], [-2.9417, 4.2428, -5.3452], [-1.2298, 3.7579, -5.3573], [-4.6580, 1.3450, -1.4135], [-3.2858, 1.2133, -0.5662], [-3.9291, -0.3169, -1.3255], [-2.6725, -1.3781, 3.5518], [-3.7323, -0.5789, 2.7491], [-4.7407, -1.4709, 2.0445], [-4.1258, -2.0564, 0.8559], [-3.6858, -2.5856, -0.0409], [-1.7013, -0.8678, 3.5555], [-2.4393, -2.3740, 3.2023], [-2.9689, -1.4974, 4.5744], [-3.1905, -0.1321, 1.8882], [-4.1581, 0.2597, 3.3315], [-5.5652, -0.8792, 1.7989], [-4.9897, -2.2516, 2.7773]],
  "mulliken_charge": [-1.6594, 0.8064, 1.6894, -0.3769, 0.4454, -0.6497, -0.3967, 0.3907, 0.5341, 0.2921, 0.3069, -0.4992, -0.9099, -0.6845, -0.2949, 0.7836, -0.6585, -0.2023, -0.1795, 0.3279, 0.2344, 0.2974, 0.0742, 0.0367, 0.3928, 0.6234, 0.7220, -0.4478, 0.7300, 0.4649, -0.3236, -0.7802, -0.5907, 0.0189, -0.2559, -0.0008, 0.3886, -0.7109, -0.3783, 0.5668, -0.2321, -0.3514, -0.8419, 0.2508, 0.3057, 0.3097, 0.5773, 0.0740, 0.3371, -0.1216, -0.3480, 0.7582, -0.6334, -0.3368, -0.3634, -0.2448, 0.2865, 0.4043, 0.2467, -0.0301, 0.3666, 0.9397, -0.1104, 0.6355, -0.6728, -0.3084, -0.6798, -0.6862, -0.3550, 0.0476, 0.3051, 0.2911, 0.2861, -0.3671, -0.2472, 0.5591, -0.6700, -0.1073, -0.7722, 0.4040, 0.4925, -0.2294, 0.4210, 0.2220, 0.2657, -0.4627, -0.3922, 0.6238, -0.4958, -0.3315, 0.2613, 0.2522, 0.2511, 0.1993, -0.3177, 0.0047, 0.3342, -0.4116, -0.2717, 0.8524, -0.6770, -0.2841, -0.6179, 0.3059, 0.3413, -0.0135, 0.5781, 0.0151, 0.0083, -0.9628, 0.7545, -1.0649, 0.4229, -0.4550, -0.1806, 0.2430, 0.5605, -0.6122, 0.5694, 0.4370, 0.3321]
}